Entry from the OMol25 dataset: a 6-piece molecular cluster, C8H20Cl8N2O3 overall (ωB97M-V/def2-TZVPD).

The geometry in ORCA input format:
```
! wB97M-V def2-TZVPD RIJCOSX def2/J DEFGRID3
* xyz 0 1
N 15.49 8.15 25.14
H 15.27 8.32 24.17
H 15.60 9.07 25.59
H 16.41 7.73 25.22
H 14.74 7.59 25.55
N 15.41 11.70 26.73
O 14.68 12.01 27.70
O 15.73 10.56 26.33
O 15.77 12.74 26.13
Cl 19.50 3.45 28.84
C 18.89 4.27 27.32
C 17.81 5.24 27.73
Cl 16.96 5.56 26.23
H 18.47 3.49 26.69
H 19.75 4.70 26.81
H 18.09 6.15 28.25
H 16.99 4.84 28.33
Cl 12.86 10.03 24.88
C 11.37 9.10 24.82
C 11.11 8.36 26.14
Cl 12.41 7.55 26.98
H 11.58 8.29 24.12
H 10.49 9.62 24.46
H 10.25 7.71 26.02
H 10.82 9.22 26.75
Cl 11.43 2.74 26.17
C 13.11 2.28 26.07
C 14.09 3.40 26.37
Cl 13.80 4.94 25.52
H 13.28 1.81 25.10
H 13.33 1.52 26.82
H 15.15 3.14 26.28
H 13.94 3.70 27.41
Cl 21.60 10.43 21.53
C 20.12 10.19 22.50
C 20.09 8.78 23.11
Cl 18.45 8.42 23.72
H 19.34 10.36 21.76
H 20.14 10.85 23.36
H 20.74 8.71 23.98
H 20.47 7.98 22.48
*
```

The value obtained for the highest occupied orbital energy is -7.33 eV. As for the orbital gap: 7.24 eV. For the calculated total energy, the calculation gives -117917.980 eV. The relative energy (zero: lowest compared OMol25 entry of this formula, charge and spin) is 1.077 eV.

Entry from the OMol25 dataset: C8H24FKO4 as an isolated structure (ωB97M-V/def2-TZVPD).

The geometry in ORCA input format:
```
! wB97M-V def2-TZVPD RIJCOSX def2/J DEFGRID3
* xyz 0 1
K -2.45 2.69 0.65
F -0.34 0.95 0.46
C 1.63 2.96 -3.64
C 1.23 1.87 -2.65
O 0.56 2.50 -1.57
H 0.75 3.54 -3.91
H 2.09 2.55 -4.53
H 2.38 3.59 -3.15
H 2.12 1.36 -2.27
H 0.57 1.13 -3.12
H 0.43 1.87 -0.85
C 3.47 -2.10 0.68
C 2.15 -1.40 0.84
O 2.32 -0.05 0.45
H 3.87 -1.99 -0.32
H 3.32 -3.17 0.87
H 4.19 -1.76 1.43
H 1.86 -1.45 1.90
H 1.38 -1.92 0.25
H 1.45 0.39 0.46
C -1.26 -0.99 3.26
C -1.00 0.42 3.80
O 0.10 1.05 3.15
H -2.33 -1.22 3.28
H -0.76 -1.75 3.85
H -0.95 -1.09 2.22
H -0.78 0.37 4.86
H -1.88 1.08 3.71
H -0.02 0.93 2.19
C -3.38 -1.72 -1.87
C -2.24 -0.83 -1.39
O -2.36 -0.67 0.02
H -3.40 -2.62 -1.24
H -3.21 -2.03 -2.90
H -4.33 -1.22 -1.72
H -2.30 0.14 -1.90
H -1.28 -1.28 -1.64
H -1.61 -0.13 0.30
*
```

The value obtained for the highest occupied orbital energy is -9.16 eV. As for the orbital gap: 8.11 eV. For the calculated total energy, the calculation gives -35918.569 eV. The relative energy (zero: lowest compared OMol25 entry of this formula, charge and spin) is 0.000 eV.

Entry from the OMol25 dataset: a 2-piece molecular cluster, C4H10N2 overall (ωB97M-V/def2-TZVPD).

The geometry in ORCA input format:
```
! wB97M-V def2-TZVPD RIJCOSX def2/J DEFGRID3
* xyz 0 1
C 0.84 -0.93 1.21
C 0.66 -1.65 -0.03
N -0.21 -1.79 -0.96
C -1.54 -1.26 -0.81
H -0.17 -0.55 1.34
H 1.62 -0.16 1.06
H 1.22 -1.46 2.13
H 1.48 -2.24 -0.30
H -1.85 -1.13 0.23
H -1.78 -0.46 -1.46
H -2.18 -2.20 -1.05
C 0.64 2.99 -0.08
N -0.03 1.95 -0.24
H 0.91 3.75 -0.84
H 0.82 3.28 0.91
H -0.43 1.88 -1.12
*
```

The value obtained for the highest occupied orbital energy is -9.00 eV. As for the orbital gap: 10.02 eV. The SMILES is C/C=N\C.C=N. For the calculated total energy, the calculation gives -7287.653 eV. The relative energy (zero: lowest compared OMol25 entry of this formula, charge and spin) is 2.966 eV.

Entry from the OMol25 dataset: one molecule with the formula C3H5FN2OS (ωB97M-V/def2-TZVPD).

The geometry in ORCA input format:
```
! wB97M-V def2-TZVPD RIJCOSX def2/J DEFGRID3
* xyz 0 1
N 0.46 -1.92 -0.45
N 0.32 -0.55 -0.18
C 1.53 0.14 -0.01
O 2.64 -0.40 0.07
C -0.94 -0.02 -0.17
S -2.31 -0.97 -0.07
C -1.13 1.44 0.15
F -0.20 2.24 -0.51
H -0.09 -2.49 0.09
H 1.50 -1.96 -0.24
H 1.43 1.27 0.20
H -1.08 1.54 1.27
H -2.14 1.69 -0.16
*
```

The value obtained for the highest occupied orbital energy is -9.26 eV. As for the orbital gap: 8.54 eV. The SMILES is NN(C=O)C(=S)CF. For the calculated total energy, the calculation gives -21770.790 eV. The relative energy (zero: lowest compared OMol25 entry of this formula, charge and spin) is 0.793 eV.

Entry from the OMol25 dataset: a 2-piece molecular cluster, C3H9NO2 overall (ωB97M-V/def2-TZVPD).

The geometry in ORCA input format:
```
! wB97M-V def2-TZVPD RIJCOSX def2/J DEFGRID3
* xyz 0 1
C -0.32 0.86 1.73
C -1.05 -0.02 0.79
C -0.07 -0.83 -0.16
N 0.25 -2.11 0.34
O 0.37 -0.26 -1.25
H 0.27 1.74 1.24
H -1.03 1.52 2.32
H 0.35 0.45 2.45
H -1.63 0.59 0.03
H -1.83 -0.57 1.35
H -0.18 -2.26 1.21
H 1.01 -2.76 0.10
O 1.15 1.50 -3.59
H 0.64 0.91 -3.03
H 2.08 1.23 -3.53
*
```

The value obtained for the highest occupied orbital energy is -10.15 eV. As for the orbital gap: 10.82 eV. The SMILES is CCC(N)=O.O. For the calculated total energy, the calculation gives -8841.761 eV. The relative energy (zero: lowest compared OMol25 entry of this formula, charge and spin) is 1.194 eV.

Entry from the OMol25 dataset: one molecule with the formula C4H6S2 (ωB97M-V/def2-TZVPD).

The geometry in ORCA input format:
```
! wB97M-V def2-TZVPD RIJCOSX def2/J DEFGRID3
* xyz 0 1
C -0.20 0.68 -1.37
S 1.13 1.23 -0.10
C 0.80 -0.09 1.34
C -0.62 -0.33 0.79
S -1.61 -1.71 0.17
C -0.40 -0.64 -0.68
H 0.29 0.62 -2.34
H -1.07 1.38 -1.39
H 0.88 0.42 2.28
H 1.45 -0.96 1.16
H -1.18 0.59 0.84
H 0.54 -1.18 -0.69
*
```

The value obtained for the highest occupied orbital energy is -8.95 eV. As for the orbital gap: 9.60 eV. The SMILES is C1SC[C@@H]2S[C@@H]12. For the calculated total energy, the calculation gives -25913.113 eV. The relative energy (zero: lowest compared OMol25 entry of this formula, charge and spin) is 2.178 eV.